[1]
A cluster of 7 separate species, C30H29N7O8 in total in a non-equilibrium geometry. Source: OMol25; level of theory: ωB97M-V with the def2-TZVPD basis set.

```
74
Properties=species:S:1:pos:R:3:forces:R:3:lowdin_charge:R:1
O 3.2468 -6.2901 3.0711 0.038 -0.018 -0.100 0.070
O -3.1735 7.4394 -3.4432 -0.322 -0.367 -0.470 0.085
O -2.0232 5.8582 -4.3405 -0.337 -0.283 -0.237 0.062
O 4.0932 0.9852 -2.8133 -0.661 0.063 -0.160 0.069
O 1.6799 -0.3684 9.3914 -0.053 0.081 -0.521 0.080
O -0.1961 0.1862 8.4836 0.443 -0.026 -0.065 0.072
O 1.3130 -5.4131 3.3471 -0.513 0.238 0.194 0.091
O 2.5829 0.8366 -1.3155 -0.849 0.372 -0.139 0.047
N -2.9157 6.2579 -3.6164 0.665 0.927 0.791 -0.340
N -4.5836 -4.1493 1.8316 0.074 0.016 0.420 0.121
N -1.2366 0.7245 -2.7839 -0.087 0.234 -0.044 0.161
N -1.5888 -2.0725 -0.2748 0.143 -0.060 -0.126 0.156
N 3.0149 1.3313 -2.3411 1.975 -0.072 0.040 -0.344
N 1.0006 -0.0621 8.4276 -0.907 0.217 0.523 -0.349
N 2.2332 -5.7619 2.6502 0.437 -0.179 0.344 -0.364
C 1.6413 0.5967 4.8147 -0.025 0.148 -0.838 -0.084
C 0.6845 4.1521 -2.9776 0.574 -0.096 -0.502 -0.061
C -2.9553 4.1144 -2.4350 1.155 0.420 0.697 -0.008
C 0.9660 -4.6587 -0.6812 0.548 -1.234 0.002 -0.073
C 1.6266 0.0170 7.1078 1.074 -0.892 -0.112 -0.146
C 3.4854 -0.6446 5.7323 0.075 1.811 -0.712 -0.057
C -0.3167 0.0108 0.6476 0.202 0.150 0.381 -0.050
C -3.3461 3.3726 -1.3248 -0.591 -0.364 -0.432 -0.061
C -0.5315 -0.1399 -3.0483 0.321 -0.343 0.112 -0.268
C 2.6661 2.6913 -4.3624 -0.800 -0.428 0.403 0.006
C 2.8802 -0.5847 6.9823 0.061 -0.953 -0.750 0.001
C -4.6050 -4.3653 -0.7693 0.316 -0.675 0.976 -0.071
C 1.0267 -4.8952 0.6846 -0.217 0.992 0.073 -0.001
C 1.9191 3.6573 -5.0095 0.179 0.276 -0.111 -0.058
C 0.9340 4.3608 -4.3295 -0.059 0.437 0.280 -0.058
C 0.3824 -1.2746 -3.2646 -0.662 0.542 0.072 -0.041
C 2.1374 -5.5302 1.2153 -0.007 -0.628 -1.071 -0.143
C -4.7412 5.6714 -2.0369 -0.072 0.607 -0.342 -0.008
C 2.3326 2.4379 -3.0290 0.241 -0.237 -0.131 -0.160
C 3.0346 -5.9147 -0.9777 -0.434 -0.330 0.024 -0.067
C -3.5610 5.3264 -2.6958 -0.865 -0.839 0.200 -0.149
C 0.9798 0.5934 6.0290 -0.106 0.052 0.570 0.004
C 2.8680 -0.0109 4.6428 0.284 -0.111 0.936 -0.074
C 1.4320 3.1889 -2.3080 -0.512 0.295 0.243 -0.006
C -5.2190 4.8703 -1.0220 0.577 -0.623 -0.036 -0.065
C -1.0087 -1.1665 0.1258 -0.067 0.212 0.410 -0.258
C -4.5916 -4.2273 0.6901 -0.593 0.454 -0.400 -0.306
C 1.9488 -5.2249 -1.4952 -0.616 0.708 -0.385 -0.077
C 3.1119 -6.1021 0.3888 -0.098 0.444 0.586 0.001
C -4.4996 3.7265 -0.6440 -0.652 0.505 -0.110 -0.063
H 4.5424 -0.8473 5.6103 -0.158 -0.876 0.237 0.109
H -2.0336 3.8490 -2.9341 -0.184 -0.087 -0.238 0.091
H -0.1063 -0.0325 1.7178 -0.162 -0.585 0.001 0.075
H -3.9680 -3.5882 -1.1830 0.078 -0.233 -0.280 0.060
H 0.2160 -4.5018 1.2844 0.216 -0.189 0.353 0.119
H 3.7474 -6.4058 -1.6245 0.065 0.136 -0.056 0.108
H -0.0536 4.7890 -2.5135 0.102 -0.115 0.364 0.100
H 0.2980 -1.6169 -4.2927 0.140 -0.028 -0.020 0.085
H -4.9675 3.1472 0.1420 0.539 -0.259 0.117 0.107
H -6.1331 5.0969 -0.4934 -0.068 0.168 -0.139 0.107
H 1.2946 1.1018 3.9196 -0.635 0.096 0.342 0.100
H -5.2958 6.5484 -2.3439 0.203 0.124 0.086 0.120
H 3.3932 2.0792 -4.8726 0.115 0.078 0.061 0.119
H 1.3913 -0.9452 -3.0303 0.099 -0.203 -0.027 0.068
H 3.3565 0.1058 3.6850 0.133 -0.262 0.029 0.106
H -2.7850 2.4768 -1.0975 -0.079 -0.051 0.075 0.083
H -4.2090 -5.3826 -0.8513 0.262 0.241 -0.848 0.083
H 0.3989 5.1733 -4.8040 -0.076 -0.197 -0.239 0.100
H 0.0535 -2.0589 -2.5845 0.205 -0.108 0.004 0.054
H 1.7717 -5.1027 -2.5585 0.482 -0.158 -0.072 0.103
H -5.6034 -4.3693 -1.1959 -0.075 0.243 0.158 0.077
H 3.8991 -6.6829 0.8460 0.063 0.074 -0.027 0.118
H 0.0014 1.0178 6.2070 0.036 0.117 -0.233 0.121
H -0.9402 0.8976 0.5486 0.060 0.003 -0.486 0.078
H 1.3668 3.0592 -1.2360 -0.237 -0.245 -0.067 0.121
H 0.0978 -4.1997 -1.1304 -0.011 0.197 0.144 0.081
H 2.1305 3.9127 -6.0393 -0.014 -0.123 -0.028 0.111
H 3.3551 -1.1951 7.7376 -0.221 0.596 0.578 0.121
H 0.6524 0.1243 0.1633 -0.154 0.202 -0.272 0.061
```
Forces are in eV/Å.

2S+1 = 1
energy relative to the best compared isomer or geometry (same formula, charge and spin) = 21.07 kcal/mol
orbital gap = 0.339 Ha
E_HOMO = -10.16 eV
calculated total energy = -2145.36924 a.u.
SMILES = O=[N+]([O-])c1ccccc1.O=[N+]([O-])c1ccccc1.O=[N+]([O-])c1ccccc1.O=[N+]([O-])c1ccccc1.CC#N.CC#N.CC#N



[2]
The ion C3H8N3O2 with charge +1 in a non-equilibrium geometry. Source: OMol25; level of theory: ωB97M-V with the def2-TZVPD basis set.

```
16
Properties=species:S:1:pos:R:3:forces:R:3:nbo_charge:R:1
O 0.6854 -2.0275 0.1333 0.369 1.737 0.521 -0.524
O 0.4331 2.1268 2.3181 -1.136 1.624 -0.864 -0.517
N 1.5675 -0.1888 2.0440 0.420 1.973 1.861 -0.654
N -0.1587 -0.2017 -0.9988 1.270 -2.715 0.219 -0.550
N 0.1744 1.4505 1.1357 -0.063 -2.387 -0.475 -0.286
C 0.7842 0.2313 1.0884 0.907 -1.514 1.765 0.446
C -0.5147 -0.7888 -2.2634 -2.193 3.244 -1.094 -0.420
C 0.4775 -0.8325 0.0247 -1.333 -0.151 -1.831 0.596
H -0.2226 0.7408 -0.9244 -0.085 3.275 -0.058 0.382
H -0.8268 1.2691 0.9384 0.330 0.714 0.275 0.410
H -0.2331 -1.7505 -2.2280 0.659 -3.616 -0.047 0.232
H -0.0739 -0.3238 -3.1859 -0.023 -0.050 1.225 0.230
H -1.6235 -0.6582 -2.3530 0.865 -0.558 -0.190 0.220
H 1.6917 0.4133 2.9052 -0.190 -0.703 -1.483 0.450
H 2.1132 -1.0516 2.0982 -0.650 0.023 -0.864 0.470
H 0.0937 3.0288 2.0468 0.851 -0.894 1.041 0.515
```
Forces are in eV/Å.

total charge = +1
2S+1 = 1
energy relative to the best compared isomer or geometry (same formula, charge and spin) = 46.57 kcal/mol
orbital gap = 0.346 Ha
E_HOMO = -14.35 eV
calculated total energy = -433.54953 a.u.
SMILES = CNC(=O)C(=[NH2+])NO



[3]
A cluster of 2 separate species, C4H12N2O in total in a non-equilibrium geometry. Source: OMol25; level of theory: ωB97M-V with the def2-TZVPD basis set.

```
19
Properties=species:S:1:pos:R:3:forces:R:3:nbo_charge:R:1
O 0.8745 -1.6754 3.0961 -3.662 0.002 1.037 -0.925
N -1.4291 -0.2273 -1.7323 0.919 -0.023 -2.068 -0.870
N -2.2249 0.7460 0.9076 0.469 0.313 2.296 -0.838
C 2.0298 -0.3792 -0.8570 2.418 -0.142 0.886 -0.630
C -0.9433 0.7354 0.4147 2.204 -1.273 -0.812 -0.073
C -0.4769 0.1623 -0.7538 -1.426 2.101 1.129 0.081
C 0.9326 0.6433 -1.2007 -1.951 -2.378 -0.227 -0.436
H -2.2150 -0.8200 -1.5786 -0.171 -0.410 0.915 0.377
H -1.0772 -0.4533 -2.6795 -0.013 0.374 1.178 0.376
H -2.8453 0.6759 0.1601 -1.879 0.310 -0.791 0.375
H 0.9617 1.5516 -0.6994 1.092 1.504 1.285 0.220
H -2.4334 1.3487 1.7474 0.199 -1.007 -1.986 0.392
H 2.0696 -1.3090 -1.4663 -0.654 0.513 0.545 0.214
H 0.7932 1.0238 -2.2380 0.726 -0.979 0.181 0.210
H 2.2871 -0.6422 0.2650 -1.787 0.371 -1.895 0.226
H 3.0353 0.0294 -1.0292 -0.125 0.414 -0.657 0.205
H -0.1430 -1.7120 3.3547 3.117 -0.382 -0.920 0.466
H 0.9697 -0.7254 3.1801 0.555 0.373 -0.143 0.460
H -0.1656 1.0274 1.1089 -0.031 0.318 0.050 0.171
```
Forces are in eV/Å.

2S+1 = 1
energy relative to the best compared isomer or geometry (same formula, charge and spin) = 65.54 kcal/mol
orbital gap = 0.276 Ha
E_HOMO = -6.73 eV
calculated total energy = -344.28058 a.u.
SMILES = CC/C(N)=C/N.O



[4]
A cluster of 2 separate species, C3H10NO2 in total in a non-equilibrium geometry. Source: OMol25; level of theory: ωB97M-V with the def2-TZVPD basis set.

```
16
Properties=species:S:1:pos:R:3:forces:R:3:nbo_charge:R:1
O 2.9986 -0.5857 0.9655 -2.131 0.508 -1.513 -0.990
O 0.8699 -0.8176 -0.1133 -2.921 0.315 -1.479 -0.374
N -1.4415 1.6323 -0.8439 0.820 -0.245 0.576 -0.799
C -1.4144 0.2648 -0.4036 -0.480 0.208 0.650 -0.009
C -0.2271 -0.7328 -0.9256 0.947 -0.034 -0.115 -0.128
C -1.2478 0.1097 1.1038 -1.212 2.246 0.558 -0.626
H 2.0973 -0.6882 0.3702 3.607 -0.072 2.106 0.472
H -1.4202 -0.9498 1.3050 1.294 0.133 0.508 0.233
H -2.3531 -0.1925 -0.6991 0.060 -0.279 -0.457 0.204
H -0.6672 -1.7473 -0.8493 -0.248 0.502 -0.860 0.206
H 0.0439 -0.2799 -1.9075 -0.215 -0.841 0.267 0.195
H -0.6892 2.1765 -0.4284 -0.173 -0.027 -0.114 0.364
H -1.4806 1.8310 -1.8359 -0.072 -0.410 0.064 0.377
H -1.9982 0.6297 1.7580 0.072 -0.262 -1.093 0.219
H -0.3426 0.7360 1.3041 -0.014 -1.687 0.549 0.219
H 2.9503 0.3807 0.9785 0.665 -0.055 0.352 0.437
```
Forces are in eV/Å.

2S+1 = 2
expectation value of S² = 0.757
energy relative to the best compared isomer or geometry (same formula, charge and spin) = 29.41 kcal/mol
orbital gap (spin up / spin down) = 0.379 / 0.258 Ha
E_HOMO (spin up / spin down) = -9.71 / -9.61 eV
calculated total energy = -325.39835 a.u.